# C4H10N4O3

An isolated ion of composition C4H10N4O3 and charge +2 at a distorted geometry (wB97M-V/def2-TZVPD, OMol25).

Bonds (Å) are listed after each position.
Positions of all 21 atoms, in Å:
1 N -0.54882 -2.08284 1.26483  C2 1.318, H12 0.992, H13 1.056
2 C -0.35442 -0.94678 0.62573  N1 1.318, C3 1.573, N10 1.329
3 C -0.89502 -0.59972 -0.80989  C2 1.573, N4 1.520, C5 1.614, H14 1.132
4 N 0.20308 -0.31898 -1.82244  C3 1.520, H15 1.013, H16 1.011, H17 1.158
5 C -1.80687 0.70002 -0.52010  C3 1.614, O6 1.192, N7 1.353
6 O -2.91033 0.87277 -0.93580  C5 1.192
7 N -1.09548 1.56356 0.24038  C5 1.353, C8 1.418, H18 1.039
8 C 0.22649 1.46738 0.74401  N7 1.418, O9 1.331, N10 1.518, H19 1.003
9 O 1.03804 1.75364 -0.27160  C8 1.331, H20 1.078
10 N 0.32173 0.02933 1.22151  C2 1.329, C8 1.518, O11 1.336
11 O 0.97996 -0.22288 2.35639  N10 1.336, H21 1.002
12 H -1.03715 -2.84848 0.86492  N1 0.992
13 H 0.06578 -2.36684 2.07544  N1 1.056
14 H -1.53428 -1.45559 -1.18471  C3 1.132
15 H -0.25024 -0.01140 -2.67405  N4 1.013
16 H 0.65281 -1.19995 -2.03332  N4 1.011
17 H 1.00897 0.44594 -1.49538  N4 1.158
18 H -1.75819 2.29390 0.56637  N7 1.039
19 H 0.29070 1.93152 1.63061  C8 1.003
20 H 1.26266 2.80820 -0.29315  O9 1.078
21 H 1.69948 0.42504 2.61560  O11 1.002

E_LUMO, eV: -8.2
ΔE to the lowest compared entry with this formula, charge and spin, eV: 2.701
Structure (SMILES): [NH2+]=C1[C@H]([NH3+])C(=O)N[C@H](O)N1O
Net charge: +2
Orbital gap, hartree: 0.368

=====

# C4H10NO

A 2-piece molecular cluster, C4H10NO overall at a distorted geometry (wB97M-V/def2-TZVPD, OMol25).

Bonds (Å) are listed after each position.
Positions of all 16 atoms, in Å:
1 C 2.04129 -2.40902 0.65991  C2 1.356, H3 1.106, H4 1.083
2 C 2.10659 -1.82240 1.88080  C1 1.356, H5 1.107, H6 1.087
3 H 1.38465 -1.94519 -0.10026  C1 1.106
4 H 2.60720 -3.31129 0.46167  C1 1.083
5 H 1.49529 -0.90840 2.01008  C2 1.107
6 H 2.73272 -2.22437 2.67386  C2 1.087
7 C -0.59033 1.00349 0.10851  O8 1.362, C9 1.521, H11 1.128, H12 1.125
8 O 0.22922 -0.06312 0.32031  C7 1.362
9 C -1.30575 0.88342 -1.22812  C7 1.521, N10 1.468, H13 1.123, H14 1.125
10 N -2.18847 2.03410 -1.45450  C9 1.468, H15 1.018, H16 1.018
11 H -1.36775 1.15112 0.91184  C7 1.128
12 H -0.01719 1.97165 0.10730  C7 1.125
13 H -0.50227 0.75479 -2.00166  C9 1.123
14 H -1.94714 -0.03962 -1.18752  C9 1.125
15 H -1.66317 2.90539 -1.48007  N10 1.018
16 H -2.74759 1.97933 -2.30287  N10 1.018

E_LUMO (spin up / spin down), eV: 6.5 / 6.4
Spin multiplicity: 2
ΔE to the lowest compared entry with this formula, charge and spin, eV: 1.470
Net charge: -2
Orbital gap (spin up / spin down), hartree: 0.064 / 0.207

=====

# C4H10NO

A 2-piece molecular cluster, C4H10NO overall at a distorted geometry (wB97M-V/def2-TZVPD, OMol25).

Bonds (Å) are listed after each position.
Positions of all 16 atoms, in Å:
1 C 0.96766 -0.20635 1.59236  C2 1.544, H6 1.076, H7 1.076, H8 1.032
2 C 1.26211 0.41504 0.21040  C1 1.544, C3 1.385, N5 1.413
3 C 2.54000 0.63525 -0.27617  C2 1.385, H9 1.034, H10 1.043
4 C -1.05698 0.60865 -0.49305  N5 1.270, H11 1.068, H12 1.010
5 N 0.19491 0.74934 -0.65274  C2 1.413, C4 1.270, H13 1.059
6 H 0.97353 0.70503 2.16358  C1 1.076
7 H 1.78203 -0.89914 1.70958  C1 1.076
8 H 0.11282 -0.75979 1.76047  C1 1.032
9 H 2.68979 1.16380 -1.15247  C3 1.034
10 H 3.32803 0.24615 0.28467  C3 1.043
11 H -1.75965 0.58081 -1.29746  C4 1.068
12 H -1.28806 0.46156 0.47867  C4 1.010
13 H 0.42964 1.06803 -1.63447  N5 1.059
14 H -3.72822 -0.81183 -0.88450  O16 1.033
15 H -3.23295 -2.34348 -0.52174  O16 1.058
16 O -3.21466 -1.61306 -1.28714  H14 1.033, H15 1.058

E_LUMO (spin up / spin down), eV: 0.8 / 0.7
Spin multiplicity: 2
ΔE to the lowest compared entry with this formula, charge and spin, eV: 1.670
Orbital gap (spin up / spin down), hartree: 0.228 / 0.338

=====

# C4H10NO

An isolated ion of composition C4H10NO and charge +1 at a distorted geometry (wB97M-V/def2-TZVPD, OMol25).

Bonds (Å) are listed after each position.
Positions of all 16 atoms, in Å:
1 C -1.63148 0.37154 1.29271  C2 1.576, H7 1.136, H8 1.103, H9 1.093
2 C -0.31672 1.04531 0.74278  C1 1.576, C3 1.558, H10 1.037, H11 1.187
3 C 0.64140 0.04978 0.02202  C2 1.558, N4 1.503, C5 1.532, H12 1.103
4 N 1.72664 0.76671 -0.73206  C3 1.503, H13 1.078, H14 1.003, H15 1.098
5 C -0.33592 -0.77675 -0.81969  C3 1.532, O6 1.205, H16 1.121
6 O -0.26876 -1.96685 -0.64479  C5 1.205
7 H -2.39913 0.19865 0.47305  C1 1.136
8 H -1.35129 -0.59646 1.74002  C1 1.103
9 H -2.04528 0.89171 2.16036  C1 1.093
10 H -0.49452 1.83277 0.09202  C2 1.037
11 H 0.28282 1.44854 1.68487  C2 1.187
12 H 1.11220 -0.63356 0.74872  C3 1.103
13 H 1.25257 1.64372 -1.14121  N4 1.078
14 H 2.26055 0.32868 -1.45965  N4 1.003
15 H 2.36999 1.29609 -0.01690  N4 1.098
16 H -1.06790 -0.18156 -1.42541  C5 1.121

E_LUMO, eV: -4.3
ΔE to the lowest compared entry with this formula, charge and spin, eV: 1.862
Structure (SMILES): CC[C@H]([NH3+])C=O
Net charge: +1
Orbital gap, hartree: 0.375